No. 1
The following is a quantum chemistry calculation of a molecular structure, C4H7ClO at a distorted geometry, from the OMol25 dataset.

XYZ file:
```
13
Properties=species:S:1:pos:R:3:forces:R:3:lowdin_charge:R:1
C -0.30895 -1.30183 0.76960 0.5744 -1.2632 0.9795 -0.0999
C -0.33475 -0.19059 -0.33477 -0.0547 -0.3701 2.3000 -0.8704
C -0.36029 1.17047 0.27996 0.4057 5.0543 1.5843 -0.2081
C 1.01665 0.30595 -0.83334 2.3654 -2.7693 -1.0312 -0.2368
H -1.42315 -1.55187 1.10237 2.5291 -0.0698 -1.0641 0.1084
H 0.45570 -2.18797 0.47147 -2.5391 1.5699 0.3695 0.1151
H 0.19087 -0.97530 1.76943 -0.8010 0.1777 -1.9295 0.0982
H -0.69265 1.61729 1.34354 0.4196 -1.9295 -2.1199 0.1688
H -0.79262 1.91244 -0.47875 0.4777 -0.9392 0.9998 0.1126
H 0.85458 0.74472 -1.81774 0.3648 0.1213 -0.1421 0.1001
H 1.89057 -0.56448 -0.92302 -1.9855 2.4507 0.4868 0.1763
O 1.14880 1.31382 0.18046 -1.8283 -1.2361 -0.3471 -0.1216
Cl -1.64475 -0.29266 -1.52918 0.0719 -0.7967 -0.0862 0.6572
```
Forces are in eV/Å.

Properties
- multiplicity = 1
- DFT total energy (hartree) = -691.94539
- LUMO level (eV) = 0.89
- HOMO energy (Eh) = -0.3711

=====

No. 2
The following is a quantum chemistry calculation of a molecular structure, C21H20F6N5O4PtS2 at a distorted geometry, from the OMol25 dataset.

XYZ file:
```
59
Properties=species:S:1:pos:R:3:forces:R:3:lowdin_charge:R:1
Pt 0.18155 0.21376 -0.16540 -0.0579 -0.3087 0.3011 1.6286
C -0.70310 0.14772 2.61375 0.0270 -0.0545 0.2587 -0.1147
C 0.10367 1.38260 2.96579 -0.0831 0.0380 -0.1931 -0.0643
C 0.10511 2.45475 1.90027 0.1969 -0.1369 0.1983 -0.2213
C -0.09818 3.78068 2.24176 0.0577 -0.0181 0.0210 0.0480
C -0.02325 4.77575 1.27858 0.0114 -0.0514 -0.0634 0.0463
C 0.29217 4.42347 -0.02842 0.0456 0.0373 0.1014 0.0242
C 0.48258 3.09333 -0.31388 0.0778 0.0458 -0.1467 -0.0876
N 0.38803 2.12896 0.62401 -0.3903 0.1295 -0.6359 -0.0592
N -0.02878 -0.74746 1.61955 0.1929 0.4903 -0.3602 -0.2152
C -0.94878 -1.90007 1.29020 -0.0683 -0.1190 0.0651 -0.0558
C -0.44589 -2.59584 0.05751 0.1377 0.1428 0.2192 -0.2382
C -0.67125 -3.91207 -0.27459 0.0469 0.0241 0.0657 0.0537
C -0.12109 -4.39587 -1.45821 0.0246 0.0363 -0.0490 0.0437
C 0.65089 -3.55680 -2.25180 0.0335 -0.0591 0.0655 0.0180
C 0.82609 -2.24180 -1.87138 0.1932 -0.0749 0.1014 -0.0781
N 0.28743 -1.78628 -0.73209 -0.9934 0.1507 -0.3014 -0.0463
C 1.32315 -1.27596 2.05131 -0.0363 -0.1499 0.1864 -0.0338
C 2.45264 -0.57862 1.36188 -0.1280 0.0843 0.0468 -0.2180
C 3.76018 -0.57737 1.80123 -0.0418 -0.0461 -0.0024 0.0552
C 4.73007 0.04742 1.02633 -0.0072 0.0280 -0.0288 0.0471
C 4.36785 0.66161 -0.16762 0.0174 -0.0171 0.0183 0.0299
C 3.04431 0.64742 -0.54989 0.0088 -0.0754 -0.0799 -0.0481
N 2.12306 0.02689 0.20664 0.1935 -0.0709 -0.2567 -0.0692
H -1.66914 0.42264 2.18992 0.0232 -0.0243 -0.0283 0.1353
H -0.89152 -0.46651 3.49878 0.0760 0.0175 0.0208 0.1623
H 1.13566 1.12949 3.22793 0.0061 0.0007 0.0065 0.1361
H -0.33188 1.80146 3.87244 -0.0065 0.0071 -0.0097 0.1484
H -0.31290 4.02756 3.27284 -0.0115 0.0082 -0.0044 0.1440
H -0.20395 5.80905 1.54517 -0.0040 0.0019 -0.0039 0.1462
H 0.37484 5.15912 -0.81594 0.0038 0.0014 -0.0017 0.1422
H 0.71232 2.77280 -1.32463 -0.1109 -0.0124 -0.0043 0.1238
H -1.94342 -1.49333 1.12598 0.0499 0.0477 0.0556 0.1167
H -0.99110 -2.55107 2.16677 0.0442 -0.0347 -0.0324 0.1706
H -1.26119 -4.54712 0.37314 0.0050 -0.0090 -0.0001 0.1491
H -0.28931 -5.42375 -1.75329 0.0069 -0.0028 0.0048 0.1468
H 1.10634 -3.90870 -3.16698 -0.0072 -0.0008 -0.0060 0.1443
H 1.40214 -1.54457 -2.46310 -0.0720 0.0211 -0.0464 0.1348
H 1.35703 -2.33120 1.77482 -0.0122 -0.0114 0.0408 0.1538
H 1.39909 -1.22541 3.13782 -0.0204 0.0867 -0.0044 0.1621
H 4.01712 -1.06454 2.73303 0.0056 0.0041 0.0029 0.1507
H 5.76138 0.05984 1.35550 0.0033 -0.0120 -0.0061 0.1484
H 5.09725 1.15280 -0.79682 0.0023 0.0093 0.0064 0.1447
H 2.69960 1.11794 -1.46325 -0.0022 -0.0111 -0.0004 0.1385
F -3.52683 -1.06249 -0.01570 -0.0331 -0.0153 -0.1044 0.1095
C -4.21741 -0.00497 -0.49063 -0.0164 -0.0196 -0.0342 -0.6595
F -4.93232 0.51333 0.47484 0.0579 -0.0572 -0.0202 0.2106
F -4.95394 -0.38840 -1.49771 -0.0103 0.0538 0.0558 0.2181
S -2.99077 1.28071 -1.07249 0.2337 0.5036 -0.4120 0.7040
O -1.72077 1.11384 -0.26489 -0.3745 -1.2487 0.7599 -0.4581
O -3.56398 2.54210 -0.80327 -0.1029 -0.0485 -0.0159 -0.1658
N -2.73916 0.94812 -2.55491 0.1340 -0.0234 -0.0278 -0.2554
S -1.43034 0.51161 -3.28125 -0.3275 -0.1725 -0.0692 0.6892
O -0.30999 0.23687 -2.33010 1.0366 0.7451 0.3458 -0.4482
O -1.08435 1.25439 -4.42667 -0.0137 0.1316 0.0566 -0.1583
C -1.87501 -1.20934 -3.79605 -0.0257 0.0186 -0.0667 -0.6686
F -2.94342 -1.18623 -4.54372 0.0454 -0.0180 0.0223 0.2255
F -0.84973 -1.74496 -4.43715 -0.0059 0.0100 0.0144 0.1807
F -2.10880 -1.91731 -2.67602 -0.0353 0.0278 -0.0254 0.1326
```
Forces are in eV/Å.

Properties
- multiplicity = 1
- DFT total energy (hartree) = -2900.79929
- LUMO level (eV) = -12.02
- total charge = +3
- HOMO energy (Eh) = -0.7063

=====

No. 3
The following is a quantum chemistry calculation of 3 unconnected molecules or ions with the total composition C3H12O2S2 at a distorted geometry, from the OMol25 dataset.

XYZ file:
```
19
Properties=species:S:1:pos:R:3:forces:R:3:lowdin_charge:R:1
C 0.45044 -2.54092 -1.43628 0.5582 0.2262 1.2317 -0.1626
C 0.97778 -1.43957 -0.44905 -2.6702 0.0917 -1.5171 -0.5021
S -0.47602 -0.42009 0.14553 0.2307 -0.5034 -0.0987 0.4545
S -0.14863 -0.32384 2.13669 -0.0421 0.1073 0.0865 0.4307
C 0.84651 1.16946 2.39026 -0.4436 0.0166 -0.8800 -0.4563
H 0.41320 -3.44854 -0.83244 -0.0263 -0.2668 -0.4542 0.0653
H -0.55144 -2.37028 -1.79590 -0.2958 0.2908 -0.2120 0.0403
H 1.12856 -2.65094 -2.27601 0.0446 -0.1788 -0.0603 0.0642
H 1.52015 -0.70314 -1.03753 1.0218 -0.2677 0.8160 0.0493
H 1.25877 -1.94612 0.45858 1.2278 0.4907 0.0596 0.0358
H 1.88083 1.07517 2.08496 0.2209 -0.2997 0.3150 0.0337
H 0.68349 1.36145 3.43034 0.4114 0.2934 0.7098 0.0096
H 0.44302 2.00126 1.81895 -0.2718 -0.0021 -0.0005 0.0268
H -2.72888 1.76494 -2.81541 0.0420 -0.2374 0.0677 0.0414
H -1.97921 0.57213 -2.14742 -0.1866 0.0045 -0.0495 0.0066
O -1.95560 1.52150 -2.29656 0.1099 0.2899 0.0463 -0.0676
H 0.12120 2.03287 -1.30254 -0.0706 -0.2084 -0.1463 -0.0183
H 1.24790 2.90088 -1.82439 0.0773 -0.1096 -0.0749 0.0353
O 1.02340 1.98159 -1.64342 0.0626 0.2628 0.1609 -0.0867
```
Forces are in eV/Å.

Properties
- multiplicity = 1
- DFT total energy (hartree) = -1068.33334
- LUMO level (eV) = 0.60
- HOMO energy (Eh) = -0.3239
- SMILES = CCSSC.O.O